(1)
This record from OMol25 describes a molecular structure, C5H6O in a non-equilibrium geometry. The level of theory is the ωB97M-V functional and the def2-TZVPD basis.

```
12
C5H6O the ωB97M-V functional and the def2-TZVPD basis
C -0.5781 -0.9987 -0.4384
C -0.3462 -0.1834 0.7950
C 1.1223 0.1923 0.4715
O 0.9091 1.5976 0.7591
C -0.3032 1.1889 0.0763
C 0.4204 0.2355 -0.9184
H -1.5793 -1.0053 -0.8958
H -0.1506 -2.0107 -0.5063
H -0.7554 -0.3755 1.7758
H 2.0608 -0.2610 0.7867
H -1.0807 1.9329 -0.0877
H 0.2809 -0.3126 -1.8178
```

## Properties
DFT total energy   -269.140638 Ha
Orbital gap   10.19 eV
Spin multiplicity   1
Energy above the lowest of the compared OMol25 structures with the same formula, charge and spin   129.02 kcal/mol
Molar mass   82.102 g/mol

Atom charges from the Löwdin analysis, given in e for atoms 1 to 2:
1. C -0.10
2. C -0.18

---

(2)
This record from OMol25 describes a gas-phase ion, C8H8NO4 (charge -1) in a non-equilibrium geometry. The level of theory is the ωB97M-V functional and the def2-TZVPD basis.

```
21
C8H8NO4 the ωB97M-V functional and the def2-TZVPD basis
C -3.3234 1.1508 0.2545
C 2.3801 -1.2310 -1.2995
C 1.2294 -1.1262 -0.6123
C 0.0517 -1.9739 -0.7220
C -0.3271 -0.4102 0.8795
C -0.0588 -0.8993 2.3175
C -1.4399 1.6851 -1.3265
C -2.0196 1.0610 -0.0972
N -4.4607 1.1965 0.5298
O -0.8920 -1.4568 0.1329
O -0.1442 -2.9599 -1.4048
O 0.9448 -0.1232 0.2796
O -1.1030 0.7092 0.9652
H 3.1784 -0.5231 -1.1835
H 2.4961 -2.0494 -1.9898
H 0.4812 -0.1240 2.8514
H 0.5357 -1.8102 2.2781
H -1.0124 -1.0920 2.7981
H -2.2506 1.9301 -2.0118
H -0.8840 2.6032 -1.0934
H -0.7480 1.0038 -1.8321
```

## Properties
Total charge   -1
DFT total energy   -665.346106 Ha
Orbital gap   5.03 eV
Spin multiplicity   1
Energy above the lowest of the compared OMol25 structures with the same formula, charge and spin   0.00 kcal/mol
Molar mass   182.155 g/mol

Atom charges from the Löwdin analysis, given in e for atoms 1 to 2:
1. C -0.37
2. C 0.12

---

(3)
This record from OMol25 describes 3 unconnected molecules or ions with the total composition C7H8N2O2 in a non-equilibrium geometry. The level of theory is the ωB97M-V functional and the def2-TZVPD basis.

```
19
C7H8N2O2 the ωB97M-V functional and the def2-TZVPD basis
C 2.0777 0.4940 0.6574
C 0.8452 0.0788 -0.1250
C 0.9308 -1.0326 -0.9289
C -0.1529 -1.4389 -1.7051
C -1.4522 -0.8312 -1.5532
C -1.5794 0.0509 -0.5372
C -0.5460 0.4134 0.1443
H 1.7087 -0.0109 1.7869
H 3.0990 -0.5716 0.1268
H 2.5240 1.6926 0.9668
H 1.3482 -2.6278 -1.8074
H 2.0589 -2.9875 0.0695
H -0.0213 -2.2252 -2.5620
H -2.1224 -1.4946 -2.0577
H -2.7631 0.2568 -0.4238
N 2.1002 -1.9662 -1.1184
N -0.8805 1.3207 1.2751
O -0.3362 0.9000 2.3601
O -1.5524 2.3600 1.0262
```

## Properties
DFT total energy   -531.115468 Ha
Orbital gap   8.63 eV
Spin multiplicity   1
Energy above the lowest of the compared OMol25 structures with the same formula, charge and spin   278.36 kcal/mol
Molar mass   152.153 g/mol

Atom charges from the Löwdin analysis, given in e for atoms 1 to 2:
1. C -0.08
2. C -0.22

---

(4)
This record from OMol25 describes 2 unconnected molecules or ions with the total composition C5H12NOS in a non-equilibrium geometry. The level of theory is the ωB97M-V functional and the def2-TZVPD basis.

```
20
C5H12NOS the ωB97M-V functional and the def2-TZVPD basis
C 0.4586 -2.1381 -0.2308
N 0.9219 -1.0026 0.5188
C 0.5973 0.2933 -0.1121
C -0.6745 0.9478 0.3974
C -1.9007 0.0766 0.1911
S -3.3931 1.0220 0.1095
C 1.9335 1.1168 0.1165
O 3.0637 0.5013 -0.1695
H 0.7871 -3.0761 0.2725
H -0.6255 -2.1837 -0.3417
H 0.7192 -2.0609 -1.3145
H 1.9470 -0.9480 0.4680
H 0.5228 0.0907 -1.1981
H -0.8059 1.8837 -0.1527
H -0.5754 1.2559 1.4682
H -1.9043 -0.6053 -0.6631
H -2.0022 -0.6393 1.0213
H -2.5856 1.9381 -1.2781
H 1.7641 2.1516 -0.3263
H 1.7521 1.3763 1.2235
```

## Properties
Total charge   -1
DFT total energy   -725.805185 Ha
Orbital gap   5.33 eV
Spin multiplicity   1
Energy above the lowest of the compared OMol25 structures with the same formula, charge and spin   93.75 kcal/mol
Molar mass   134.224 g/mol

Atom charges from the Löwdin analysis, given in e for atoms 1 to 2:
1. C -0.18
2. N -0.10

---

(5)
This record from OMol25 describes 3 unconnected molecules or ions with the total composition C17H28N2O2S2 in a non-equilibrium geometry. The level of theory is the ωB97M-V functional and the def2-TZVPD basis.

```
51
C17H28N2O2S2 the ωB97M-V functional and the def2-TZVPD basis
C -1.6126 -2.4047 0.3495
C -0.4138 -3.3612 0.6195
C 0.0740 -3.1486 2.0914
C 0.7105 -3.3070 -0.4496
C 1.8503 -2.2850 -0.1836
C 1.3056 -0.8820 0.0859
C 1.6927 -0.1669 1.2654
N 1.2969 1.0385 1.6003
C 0.4103 1.5340 0.6837
C -0.1270 2.8406 0.9073
C -1.0375 3.3981 0.0771
C -1.4987 2.6773 -1.0726
C -0.9775 1.4470 -1.3306
C -0.0173 0.8495 -0.4630
N 0.4576 -0.3909 -0.7893
H -2.5527 -2.7392 0.8061
H -1.6921 -2.2428 -0.7353
H -1.3754 -1.4192 0.7867
H -0.8289 -4.3824 0.5781
H 1.1630 -3.1482 2.2216
H -0.3754 -2.2289 2.4966
H -0.3442 -3.9630 2.7073
H 1.1743 -4.3095 -0.4687
H 0.3434 -3.1249 -1.4798
H 2.5024 -2.5702 0.6552
H 2.4763 -2.2229 -1.0908
H 2.3845 -0.6705 1.9522
H 0.2198 3.4011 1.7915
H -1.4576 4.3845 0.2831
H -2.2380 3.0611 -1.7762
H -1.3066 0.8688 -2.1970
C 2.5160 6.0025 3.0221
S 1.0417 5.6925 4.0061
O -0.1334 5.8779 3.1145
C 1.1842 7.1709 5.0224
H 2.6041 5.2093 2.2815
H 2.4277 6.9652 2.5176
H 3.3931 5.9939 3.6697
H 1.1823 8.0574 4.3875
H 2.1054 7.1240 5.6036
H 0.3308 7.2038 5.6971
C -1.2524 -5.3341 -5.4859
S -1.0069 -4.1804 -4.1262
O -1.6611 -4.7604 -2.9256
C -2.1022 -2.9064 -4.7706
H -0.6832 -6.2372 -5.2733
H -2.3107 -5.5817 -5.5736
H -0.8907 -4.8862 -6.4119
H -3.1047 -3.3141 -4.9039
H -1.7134 -2.5400 -5.7212
H -2.1330 -2.0892 -4.0518
```

## Properties
DFT total energy   -1720.868895 Ha
Orbital gap   8.96 eV
Spin multiplicity   1
Molar mass   356.557 g/mol

Atom charges from the Löwdin analysis, given in e for atoms 1 to 2:
1. C -0.08
2. C -0.38

---

(6)
This record from OMol25 describes 6 unconnected molecules or ions with the total composition C20H48N3O20PS6 in a non-equilibrium geometry. The level of theory is the ωB97M-V functional and the def2-TZVPD basis.

```
98
C20H48N3O20PS6 the ωB97M-V functional and the def2-TZVPD basis
O -3.6972 9.0005 -1.7945
C -4.9289 9.5672 -1.6652
O -5.1489 10.7719 -2.5192
N -5.9249 9.0078 -0.6752
C -5.3729 7.8616 0.1407
C -5.2675 6.4281 -0.6466
S -3.4720 5.8024 -0.8354
C -3.6309 4.4617 -2.1543
N -2.9678 4.2984 -3.5056
N -3.5790 3.1063 -3.9576
C -4.5658 2.5476 -2.9382
O -4.5893 3.4200 -1.7514
P -7.5125 8.6512 -1.4013
O -8.7310 8.4349 -0.1265
O -8.0610 9.9028 -2.4847
H -5.6686 11.4671 -2.0116
H -4.3289 8.1393 0.6492
H -6.1150 7.6937 1.0572
H -5.8006 5.5983 0.0189
H -5.7076 6.4185 -1.7310
H -5.2595 1.6033 -2.9770
H -9.3737 7.6983 -0.4161
H -8.4234 10.7022 -1.9979
C -0.5753 2.6090 -3.1378
C 0.6319 1.7088 -3.3236
O 1.1060 1.2132 -2.0794
S 0.2956 -0.0062 -1.3637
C 1.5297 -0.4132 -0.1538
O 0.1817 -1.1072 -2.2953
O -0.8540 0.5409 -0.6750
H -1.4393 2.0400 -2.7813
H -0.8517 3.0854 -4.0827
H -0.3700 3.3850 -2.3937
H 0.4108 0.8860 -4.0115
H 1.4458 2.2907 -3.7673
H 2.4202 -0.7812 -0.6660
H 1.1217 -1.1909 0.4954
H 1.7578 0.4787 0.4328
C -0.2918 -4.6404 -2.8468
C 0.4238 -3.7909 -3.8806
O 1.0837 -4.5963 -4.8471
S 0.1951 -5.2934 -6.0220
C 1.5476 -5.7805 -7.0642
O -0.5688 -4.2717 -6.7044
O -0.4229 -6.4892 -5.4897
H -1.1303 -5.1821 -3.2949
H -0.6858 -4.0168 -2.0394
H 0.3858 -5.3877 -2.4221
H -0.2650 -3.0897 -4.3632
H 1.1940 -3.1948 -3.3811
H 2.0515 -4.8853 -7.4322
H 1.1398 -6.3523 -7.9005
H 2.2326 -6.4040 -6.4865
C 2.4369 4.1326 4.6115
C 1.1839 3.6015 5.2826
O 0.3090 2.9948 4.3421
S 0.6618 1.4997 3.7976
C -0.9065 1.1649 3.0355
O 0.8243 0.6124 4.9287
O 1.6604 1.6083 2.7553
H 3.0547 3.3148 4.2284
H 3.0402 4.7084 5.3190
H 2.1804 4.7703 3.7597
H 1.4316 2.9044 6.0898
H 0.6393 4.4371 5.7334
H -1.6758 1.1296 3.8086
H -0.8368 0.1989 2.5310
H -1.1209 1.9497 2.3077
C 7.5231 -7.2758 -3.5152
C 6.8633 -8.0862 -4.6152
O 5.6455 -8.6680 -4.1717
S 4.3222 -7.7231 -4.0617
C 3.1329 -9.0276 -3.8703
O 4.0973 -7.0768 -5.3364
O 4.3845 -6.9785 -2.8220
H 6.9300 -6.3898 -3.2694
H 8.5173 -6.9410 -3.8246
H 7.6151 -7.8675 -2.5989
H 6.7007 -7.4792 -5.5119
H 7.5266 -8.9095 -4.8985
H 3.1132 -9.6258 -4.7828
H 2.1558 -8.5706 -3.7000
H 3.4129 -9.6381 -3.0098
C 1.2482 -1.7357 6.7796
C 0.5874 -0.8597 7.8276
O 0.6176 -1.4716 9.1094
S 2.0109 -1.4472 9.9546
C 1.3340 -1.9607 11.5137
O 2.4643 -0.0788 10.0764
O 2.8714 -2.5019 9.4625
H 2.3240 -1.8213 6.9599
H 1.1059 -1.3166 5.7795
H 0.8349 -2.7489 6.8039
H 1.0457 0.1342 7.8599
H -0.4659 -0.7212 7.5640
H 0.6449 -1.1935 11.8706
H 2.1606 -2.0795 12.2173
H 0.8201 -2.9144 11.3794
```

## Properties
SMILES   O=C(O)N(CCSc1nnco1)P(O)O.CCOS(C)(=O)=O.CCOS(C)(=O)=O.CCOS(C)(=O)=O.CCOS(C)(=O)=O.CCOS(C)(=O)=O
DFT total energy   -5190.098773 Ha
Orbital gap   8.76 eV
Spin multiplicity   1
Molar mass   873.981 g/mol

Atom charges from the Löwdin analysis, given in e for atoms 1 to 2:
1. O -0.04
2. C -0.31